11 unconnected molecules or ions with the total composition C30H68Cl8F3N4O14P2 at a distorted geometry. Source: OMol25; level of theory: wB97M-V/def2-TZVPD.

Element x y z (Å)
C  0.16732  -1.29892  0.49771
O  1.46177  -0.68204  0.59338
O  -0.47773  -1.02613  1.76593
C  -0.52356  -0.84525  -0.89404
F  -1.73063  -1.35018  -1.02197
F  -0.70132  0.49758  -1.00560
F  0.21050  -1.24013  -1.97325
C  2.62583  -1.43324  0.91371
C  3.88693  -0.55681  0.73119
H  4.25967  -0.52572  -0.29263
H  3.82437  0.46344  1.10969
H  4.70661  -0.96616  1.32167
H  2.69290  -2.26789  0.21589
H  2.60693  -1.72461  1.96387
H  0.26359  -2.38150  0.41491
C  -0.62396  -0.13728  7.89882
C  -1.46171  0.55379  6.86110
O  -2.45689  1.15548  7.22127
N  -1.13046  0.44004  5.57973
C  -1.91783  0.96136  4.47913
H  0.02614  0.61370  8.34770
H  -0.00567  -0.94420  7.50550
H  -1.30481  -0.60614  8.60925
H  -0.37589  -0.13945  5.24075
H  -2.14540  1.99505  4.73952
H  -2.83351  0.37949  4.37403
H  -1.35744  0.81488  3.55577
C  -0.45101  -3.33190  4.44418
C  0.71986  -2.54485  5.00106
O  1.23243  -3.00561  5.99423
N  1.20786  -1.52598  4.31878
C  2.30084  -0.65103  4.64966
H  -0.66581  -4.23500  5.01547
H  -0.29211  -3.68568  3.42551
H  -1.37355  -2.75372  4.49632
H  0.74816  -1.36768  3.43350
H  1.97714  0.27484  4.17417
H  3.23842  -1.03262  4.24538
H  2.32394  -0.55601  5.73527
C  -4.64063  -3.25978  -3.07205
C  -4.54787  -2.56383  -4.39796
O  -4.49529  -1.33223  -4.46362
N  -4.41064  -3.30454  -5.48849
C  -4.19722  -2.69551  -6.86327
H  -3.91200  -2.91939  -2.33630
H  -4.35556  -4.31046  -3.12601
H  -5.59619  -3.09620  -2.57379
H  -4.63085  -4.28948  -5.52729
H  -4.83799  -3.17614  -7.60253
H  -3.14950  -2.82578  -7.13424
H  -4.47288  -1.64490  -6.95449
C  2.13988  2.40851  1.82404
C  1.30599  3.58449  2.26671
O  1.83099  4.66498  2.40240
N  -0.00043  3.33136  2.47292
C  -1.03330  4.23282  2.97345
H  2.77895  2.85959  1.06495
H  1.55001  1.59621  1.39939
H  2.78847  2.01418  2.60630
H  -0.25956  2.35918  2.38460
H  -0.80224  4.80108  3.87444
H  -1.89079  3.58962  3.17122
H  -1.37595  4.87353  2.16093
C  -2.99623  1.64729  0.66355
O  -3.83967  2.76603  0.89557
P  -5.05626  2.67083  1.91842
O  -4.64268  2.16955  3.29464
O  -5.71137  4.17937  1.98069
C  -4.96577  5.19590  2.62401
O  -6.14732  1.84078  1.09291
C  -7.17237  1.09231  1.73961
H  -3.02524  1.40682  -0.39920
H  -3.23752  0.71889  1.18119
H  -1.99943  1.94167  0.99194
H  -3.94130  4.93336  2.88789
H  -5.59190  5.41835  3.48806
H  -4.84724  6.07700  1.99336
H  -7.62469  1.59840  2.59247
H  -6.82143  0.07854  1.93250
H  -8.06971  0.92780  1.14310
C  -0.28725  5.39401  -3.57106
O  0.06652  4.21209  -4.29945
P  1.41808  3.41312  -3.84244
O  2.59776  4.28751  -3.53647
O  0.95603  2.48063  -2.61886
C  1.94030  1.76666  -1.90596
O  1.58431  2.32191  -5.11547
C  2.84476  1.73885  -5.42638
H  0.50753  6.13713  -3.63589
H  -0.56047  5.23565  -2.52781
H  -1.14242  5.92993  -3.98285
H  2.91498  2.25161  -1.85211
H  2.10577  0.71578  -2.14341
H  1.70289  1.66578  -0.84692
H  3.65975  2.06656  -4.78101
H  3.09470  1.97180  -6.46145
H  2.75405  0.65401  -5.37171
Cl  5.97891  1.17119  -2.98241
C  5.88112  2.81218  -2.49372
C  6.58989  3.10020  -1.17465
Cl  5.70213  2.45213  0.20203
H  4.84817  3.15860  -2.52683
H  6.36201  3.34219  -3.31587
H  6.66212  4.17327  -0.99748
H  7.62256  2.75142  -1.18161
Cl  -1.55097  -0.71973  -6.61118
C  -0.79767  -1.22857  -5.05551
C  0.07899  -2.40465  -5.39384
Cl  1.46676  -1.92721  -6.38694
H  -1.61828  -1.36068  -4.35036
H  -0.12497  -0.44697  -4.70243
H  -0.41917  -3.20692  -5.93817
H  0.51845  -2.79725  -4.47687
Cl  5.58472  -2.97690  -1.14646
C  6.15521  -4.35212  -0.08213
C  7.57227  -4.02401  0.43630
Cl  8.19468  -5.29665  1.51321
H  6.14510  -5.22955  -0.72876
H  5.45946  -4.52362  0.73922
H  7.56935  -3.08614  0.99172
H  8.27139  -3.90809  -0.39189
Cl  -1.51415  -7.24693  -1.26554
C  -2.27387  -5.94946  -2.16414
C  -1.51864  -4.67697  -1.77861
Cl  -1.94511  -4.19245  -0.12594
H  -3.34167  -5.91263  -1.94839
H  -2.17402  -6.07813  -3.24190
H  -1.85166  -3.82100  -2.36556
H  -0.43725  -4.73135  -1.90400

Forces on atoms 1 to 2 (eV/Å):
-0.8 0.7 4.0
0.3 0.7 -1.4

Results
E_HOMO: -5.268 eV
electronic energy: -7120.37292 Ha
F_max: 4.1 eV Å⁻¹
orbital gap: 6.99 eV
total charge: -1
LUMO level: 1.72 eV